# 1
CH3BrClN | the ωB97M-V functional and the def2-TZVPD basis

Positions of all 7 atoms, in Å:
C -0.80470 -0.58767 0.05114
N 0.44479 -0.46095 0.10288
Br 1.59504 -1.86173 0.10464
H -1.41004 -1.49175 0.17312
H -1.22543 0.34459 -0.15350
Cl 0.82566 2.69400 0.02081
H 0.57468 1.36351 -0.29908

The calculation puts the relative energy (zero: lowest compared OMol25 entry of this formula, charge and spin) at 38.86 kcal per mole. The SMILES is C=NBr.Cl. As for the HOMO-LUMO gap: 10.47 eV. The value obtained for the HOMO energy is -10.31 eV.

# 2
CH3BrClN | the ωB97M-V functional and the def2-TZVPD basis

Positions of all 7 atoms, in Å:
Cl -0.43838 1.23374 1.71100
C 0.35727 0.38005 0.27357
N -0.58821 -0.48084 -0.34322
Br 0.02910 -2.19559 -0.68535
H 0.65143 1.15092 -0.41773
H 1.21543 -0.15790 0.42420
H -1.22665 0.06962 -0.96247

The calculation puts the relative energy (zero: lowest compared OMol25 entry of this formula, charge and spin) at 36.53 kcal per mole. The SMILES is ClCNBr. As for the HOMO-LUMO gap: 9.32 eV. The value obtained for the HOMO energy is -9.24 eV.

# 3
CH3BrN2O | the ωB97M-V functional and the def2-TZVPD basis

Positions of all 8 atoms, in Å:
C 0.02230 -0.16615 0.64478
N -0.55450 0.73542 -2.50268
N -0.44686 1.14916 -1.35048
O -0.70786 -0.37567 -2.94437
Br 0.69136 0.79562 2.01668
H 0.69536 -0.81665 -0.07388
H -0.86657 -0.51507 0.94581
H -0.65324 2.14592 -1.20526

The calculation puts the relative energy (zero: lowest compared OMol25 entry of this formula, charge and spin) at 72.80 kcal per mole. As for the HOMO-LUMO gap (alpha / beta): 6.91 / 9.45 eV. The value obtained for the HOMO energy (alpha / beta) is -7.97 / -9.32 eV.

# 4
CH3BrO | the ωB97M-V functional and the def2-TZVPD basis

Positions of all 6 atoms, in Å:
C 0.38243 0.12076 -0.01072
O -0.16326 -1.04328 0.36725
Br 0.04112 0.83624 -1.79185
H -0.54216 1.24081 0.81955
H 1.40913 0.17587 0.23078
H -1.12726 -1.33039 0.38500

The calculation puts the relative energy (zero: lowest compared OMol25 entry of this formula, charge and spin) at 55.86 kcal per mole. As for the HOMO-LUMO gap: 9.72 eV. The value obtained for the HOMO energy is -9.33 eV.